# C17H18BrFN2O3S

C17H18BrFN2O3S in the gas phase (ωB97M-V with the def2-TZVPD basis set, the Open Molecules 2025 dataset).

Structure (XYZ):
```
43
Properties=species:S:1:pos:R:3:forces:R:3:mulliken_charge:R:1
C 1.526248 -3.900441 0.454024 -0.161 0.939 -0.274 -1.11
H 2.574805 -4.164220 0.418162 0.197 0.017 -0.026 0.43
H 1.166583 -3.931746 1.473490 -0.096 -0.037 0.185 0.34
H 0.952856 -4.541791 -0.202058 -0.114 -0.128 -0.132 0.33
S 1.406097 -2.190173 -0.140282 0.251 -0.414 0.026 1.23
O 1.998975 -2.117707 -1.439224 -0.078 -0.231 -0.231 -0.70
O 1.899625 -1.329615 0.888792 0.004 -0.251 0.227 -0.61
N -0.224669 -1.871642 -0.330814 0.845 -0.156 0.095 0.50
C -0.992664 -1.867489 0.890245 -0.024 -0.058 0.531 -0.78
C -0.498345 -0.807651 1.876480 -0.365 0.105 -0.176 0.47
O -0.502114 -1.007093 3.067718 -0.016 -0.155 0.257 -0.69
N -0.178605 0.362072 1.263865 -0.132 0.156 -0.401 0.39
C 0.495339 1.430218 1.846129 0.143 0.294 0.129 -0.10
C 0.482761 1.694737 3.213348 -0.014 -0.061 -0.072 -0.59
C 1.159193 2.784917 3.729015 0.144 0.195 -0.063 -0.69
C 1.852587 3.628246 2.879069 0.009 0.026 0.043 0.10
C 1.890661 3.395158 1.514138 -0.061 -0.083 0.024 -0.68
C 1.215541 2.298777 1.022020 -0.028 0.008 0.258 0.96
F 1.253010 2.057584 -0.305016 -0.003 -0.106 0.147 -0.24
H 2.436589 4.038337 0.842446 0.027 0.028 -0.069 0.47
Br 2.769783 5.132274 3.584002 -0.032 -0.063 -0.034 -0.21
H 1.145105 2.977820 4.790252 -0.003 0.010 0.063 0.44
H -0.048133 1.026942 3.870156 -0.040 -0.008 0.002 0.48
H -0.117893 0.319685 0.251085 -0.035 -0.003 0.191 -0.22
H -2.030976 -1.622390 0.648038 0.085 -0.047 -0.027 0.33
H -0.986534 -2.839330 1.402695 -0.061 0.158 0.024 0.36
C -0.836078 -2.486828 -1.490337 -0.197 -0.172 -0.508 -1.00
H -0.030233 -2.579386 -2.218660 -0.234 -0.111 -0.106 0.59
C -1.961528 -1.618660 -2.070560 0.219 -0.009 0.160 -1.63
C -1.526254 -0.185525 -2.213552 -0.163 -0.025 -0.034 0.89
C -2.087156 0.809230 -1.423768 -0.047 -0.036 -0.078 -0.41
C -1.684126 2.127696 -1.555763 -0.025 0.117 0.006 -0.43
C -0.708584 2.464160 -2.476722 -0.057 0.066 -0.008 -0.61
C -0.133434 1.476332 -3.258310 0.040 0.013 -0.072 -0.68
C -0.539939 0.161283 -3.128630 -0.041 0.030 0.044 -0.16
H -0.089056 -0.603336 -3.743100 0.085 -0.108 -0.092 0.38
H 0.634201 1.732171 -3.972430 0.083 0.022 -0.072 0.41
H -0.392442 3.490775 -2.580825 0.042 0.092 0.002 0.43
H -2.133643 2.890298 -0.936385 -0.028 0.065 0.049 0.43
H -2.856312 0.557430 -0.705878 -0.077 -0.050 0.063 0.28
H -2.845983 -1.674104 -1.432456 -0.042 -0.008 -0.073 0.45
H -2.229618 -2.028935 -3.046538 -0.068 -0.061 0.062 0.50
H -1.225638 -3.488085 -1.253865 0.069 0.036 -0.041 0.35
```
Forces are in eV/Å.

Charge: 0
Energy relative to the best compared isomer or geometry (same formula, charge and spin) in kcal/mol: 0.0



# C17H18CdN5O2S

A molecular structure, C17H18CdN5O2S (ωB97M-V with the def2-TZVPD basis set, the Open Molecules 2025 dataset).

Structure (XYZ):
```
44
Properties=species:S:1:pos:R:3:forces:R:3:mulliken_charge:R:1
Cd -1.461446 -0.428275 -0.876157 0.080 -0.008 0.147 0.77
O 2.274755 3.760159 -1.729585 -0.003 0.001 0.001 -0.51
C 3.023663 2.819735 -1.113386 -0.002 0.004 0.003 1.15
C 4.398066 3.014695 -0.968445 -0.004 -0.004 0.001 -0.79
C 5.192995 2.072273 -0.351122 0.006 -0.001 0.003 -0.50
C 4.627844 0.901541 0.140523 0.002 -0.001 -0.002 -0.79
C 3.270111 0.709519 0.002380 0.001 -0.006 -0.010 0.01
C 2.433517 1.645038 -0.616262 -0.007 0.005 -0.005 -0.13
C 0.989771 1.317002 -0.706062 0.003 -0.064 0.052 0.81
O 0.598092 0.203627 -0.184660 0.036 -0.006 -0.053 -1.18
N 0.180702 2.185006 -1.292768 -0.015 0.020 -0.019 -0.42
N -1.078109 1.701329 -1.367168 0.013 0.026 0.013 -0.36
C -2.064262 2.476090 -1.579854 -0.013 0.004 -0.023 -0.45
C -3.418936 1.896281 -1.594635 0.008 0.006 0.007 0.87
C -4.519450 2.669834 -1.928593 -0.016 -0.009 -0.002 -0.70
C -5.779736 2.093244 -1.905175 0.009 0.007 -0.003 -0.22
C -5.906335 0.761203 -1.548036 -0.005 -0.007 0.000 -0.67
C -4.760067 0.054160 -1.226767 0.006 -0.005 -0.002 -0.07
N -3.547783 0.604942 -1.243087 -0.018 -0.014 -0.056 -0.17
H 2.849782 4.485538 -1.999180 -0.001 -0.001 0.001 0.33
H 4.838255 3.927246 -1.355186 -0.001 0.000 0.000 0.28
H 6.255908 2.250459 -0.255639 0.000 0.000 0.000 0.39
H 5.242842 0.152852 0.620035 0.000 0.002 0.001 0.41
H 2.818363 -0.199352 0.371817 -0.007 0.009 0.004 0.18
H -1.924758 3.544491 -1.716356 0.005 -0.002 -0.008 0.43
H -4.381343 3.706337 -2.204476 0.001 0.001 0.003 0.34
H -6.651935 2.678538 -2.163260 0.000 -0.001 0.000 0.44
H -6.869497 0.273531 -1.513612 0.000 -0.001 -0.002 0.37
H -4.810859 -0.988986 -0.939105 -0.003 0.002 0.003 0.38
S -1.441299 -2.829371 -0.443445 -0.094 0.018 0.037 -0.50
C -0.413317 -2.988686 0.956777 -0.001 -0.059 -0.086 0.63
N -0.670325 -4.027309 1.747685 0.073 -0.015 -0.050 -0.17
C 0.137111 -4.378325 2.916888 -0.012 0.016 0.019 -0.59
C 1.550926 -3.864268 2.715968 -0.007 -0.001 -0.019 -0.68
C 1.496857 -2.389294 2.362129 0.011 -0.003 -0.007 -0.39
N 0.599119 -2.189234 1.221768 -0.021 0.113 0.036 0.12
H -1.433984 -4.622746 1.472607 -0.029 0.024 0.027 0.21
H 0.114943 -5.460129 3.029687 0.014 -0.003 -0.015 0.38
H -0.309189 -3.936005 3.810352 -0.005 -0.016 0.005 0.28
H 2.034798 -4.418532 1.909794 0.004 -0.003 0.005 0.32
H 2.134140 -4.011458 3.622963 -0.004 0.007 0.005 0.37
H 2.478287 -2.018964 2.071690 -0.002 0.006 0.006 0.30
H 1.152872 -1.792833 3.210084 -0.009 -0.007 0.004 0.25
H 0.748898 -1.360909 0.638880 0.006 -0.036 -0.023 0.25
```
Forces are in eV/Å.

Charge: +1



So what do the calculations give for gap between HOMO and LUMO? Going down the list: 0.323 0.266 hartree.
So what do the calculations give for energy? Going down the list: -4065.922130 -1648.651835 hartree.